The following is a quantum chemistry calculation of 2 unconnected molecules or ions with the total composition C4H14NO at a distorted geometry, from the OMol25 dataset.

Properties
- energy above the lowest of the compared OMol25 structures with the same formula, charge and spin (kcal/mol) = 30.3
- multiplicity = 1
- gap between HOMO and LUMO (eV) = 11.63
- charge = +1

Cartesian coordinates (Å):
1 C 0.18 -0.79 0.48
2 C -1.03 0.96 1.59
3 C 0.95 1.45 0.31
4 C -0.96 0.87 -0.80
5 N -0.24 0.62 0.37
6 H -0.67 -1.47 0.64
7 H 0.86 -0.86 1.35
8 H 0.73 -1.11 -0.41
9 H -1.28 2.03 1.65
10 H -0.56 0.65 2.53
11 H -1.97 0.38 1.46
12 H 1.49 1.20 -0.62
13 H 1.59 1.18 1.17
14 H 0.77 2.53 0.33
15 H -0.37 0.52 -1.67
16 H -1.09 1.96 -0.88
17 H -1.95 0.39 -0.82
18 O 0.93 -3.22 -2.37
19 H 1.55 -3.13 -1.62
20 H 1.07 -4.14 -2.71

***

The following is a quantum chemistry calculation of a molecular structure, C5H7CuO5 at a distorted geometry, from the OMol25 dataset.

Properties
- energy above the lowest of the compared OMol25 structures with the same formula, charge and spin (kcal/mol) = 0.0
- expectation value of S² = 2.007
- multiplicity = 3
- gap between HOMO and LUMO (alpha / beta) (eV) = 8.01 / 6.13

Cartesian coordinates (Å):
1 O 2.40 0.23 3.47
2 C 1.23 0.33 3.45
3 O 0.17 0.00 3.84
4 O 1.58 2.53 1.03
5 C 0.92 1.57 1.44
6 O -0.10 1.32 0.50
7 C -0.88 0.13 0.58
8 C -1.06 -0.52 -0.76
9 O 0.19 -0.64 -1.40
10 C 0.14 -1.34 -2.62
11 Cu 0.53 2.54 -0.94
12 H -1.85 0.42 0.99
13 H -0.38 -0.57 1.25
14 H -1.74 0.08 -1.39
15 H -1.52 -1.51 -0.61
16 H 1.13 -1.26 -3.08
17 H -0.14 -2.39 -2.45
18 H -0.60 -0.90 -3.31

***

The following is a quantum chemistry calculation of 11 unconnected molecules or ions with the total composition C41H105N5O34P6 at a distorted geometry, from the OMol25 dataset.

Properties
- energy above the lowest of the compared OMol25 structures with the same formula, charge and spin (kcal/mol) = 55.5
- multiplicity = 1
- gap between HOMO and LUMO (eV) = 9.64

Cartesian coordinates (Å):
1 C 1.29 -0.93 3.18
2 C 1.09 -0.40 1.79
3 O 2.08 0.58 1.43
4 P 1.88 1.09 -0.07
5 O 0.48 1.41 -0.38
6 O 2.60 -0.04 -0.92
7 C 1.82 -0.97 -1.72
8 C 2.82 -1.84 -2.45
9 O 2.81 2.38 -0.10
10 C 4.04 2.39 0.68
11 C 4.73 3.69 0.31
12 H 2.23 -1.44 3.36
13 H 1.33 -0.10 3.90
14 H 0.42 -1.51 3.51
15 H 1.23 -1.26 1.11
16 H 0.07 -0.12 1.56
17 H 1.37 -1.65 -0.99
18 H 1.10 -0.52 -2.39
19 H 3.64 -2.14 -1.79
20 H 2.35 -2.77 -2.76
21 H 3.34 -1.32 -3.26
22 H 3.77 2.34 1.74
23 H 4.62 1.48 0.51
24 H 3.98 4.46 0.11
25 H 5.50 4.07 0.98
26 H 5.33 3.50 -0.58
27 C -4.35 4.88 -1.25
28 C -4.30 3.60 -2.06
29 O -4.08 2.50 -1.15
30 P -3.83 1.02 -1.67
31 O -3.60 0.11 -0.54
32 O -5.13 0.76 -2.58
33 C -5.11 -0.38 -3.50
34 C -5.31 -1.70 -2.78
35 O -2.60 1.20 -2.71
36 C -1.47 0.33 -2.58
37 C -1.72 -1.07 -3.06
38 H -4.53 5.65 -2.00
39 H -5.10 4.81 -0.46
40 H -3.45 5.19 -0.72
41 H -5.19 3.38 -2.64
42 H -3.47 3.70 -2.77
43 H -6.01 -0.07 -4.03
44 H -4.32 -0.33 -4.24
45 H -6.35 -1.82 -2.48
46 H -5.16 -2.51 -3.50
47 H -4.63 -1.81 -1.94
48 H -0.66 0.73 -3.20
49 H -1.15 0.40 -1.54
50 H -2.24 -1.09 -4.03
51 H -0.79 -1.63 -3.17
52 H -2.41 -1.64 -2.43
53 C -5.91 -1.26 10.08
54 C -5.05 -0.01 10.21
55 O -4.05 0.06 9.23
56 P -4.26 0.56 7.74
57 O -4.87 -0.40 6.81
58 O -5.14 1.87 7.95
59 C -5.56 2.62 6.85
60 C -7.08 2.68 6.69
61 O -2.83 1.09 7.32
62 C -1.97 0.11 6.72
63 C -0.76 0.75 6.06
64 H -6.66 -1.41 10.86
65 H -6.39 -1.34 9.11
66 H -5.24 -2.11 10.17
67 H -5.66 0.90 10.29
68 H -4.62 0.01 11.21
69 H -5.23 3.66 6.93
70 H -5.06 2.45 5.89
71 H -7.47 3.47 6.05
72 H -7.38 1.72 6.26
73 H -7.51 2.79 7.68
74 H -1.69 -0.67 7.44
75 H -2.55 -0.49 6.01
76 H -1.10 1.65 5.56
77 H 0.00 0.92 6.84
78 H -0.18 0.07 5.44
79 C -4.03 -7.48 -0.45
80 C -2.81 -7.31 0.42
81 O -1.80 -6.55 -0.27
82 P -0.96 -5.53 0.62
83 O -0.42 -6.06 1.87
84 O 0.20 -5.10 -0.39
85 C -0.06 -4.38 -1.59
86 C -1.32 -4.67 -2.39
87 O -1.95 -4.30 0.76
88 C -1.56 -2.94 0.99
89 C -2.13 -2.44 2.32
90 H -4.91 -7.83 0.08
91 H -4.24 -6.62 -1.08
92 H -3.85 -8.31 -1.14
93 H -3.08 -6.84 1.37
94 H -2.41 -8.26 0.76
95 H -0.03 -3.30 -1.43
96 H 0.74 -4.55 -2.31
97 H -2.29 -4.72 -1.91
98 H -1.38 -3.99 -3.24
99 H -1.12 -5.63 -2.88
100 H -0.47 -2.85 1.00
101 H -2.01 -2.38 0.18
102 H -1.94 -3.12 3.15
103 H -1.80 -1.42 2.54
104 H -3.21 -2.46 2.14
105 C 0.53 -3.40 -9.94
106 C 0.38 -4.54 -8.94
107 O -0.03 -4.09 -7.63
108 P 0.88 -3.42 -6.55
109 O 0.22 -3.33 -5.24
110 O 1.35 -2.06 -7.21
111 C 2.03 -1.09 -6.38
112 C 1.07 -0.25 -5.57
113 O 2.23 -4.29 -6.59
114 C 2.23 -5.63 -6.16
115 C 3.46 -6.38 -6.65
116 H 1.02 -3.82 -10.82
117 H -0.45 -2.98 -10.16
118 H 1.25 -2.70 -9.54
119 H -0.37 -5.24 -9.29
120 H 1.34 -5.04 -8.83
121 H 2.67 -1.61 -5.66
122 H 2.66 -0.50 -7.04
123 H 0.39 0.30 -6.23
124 H 0.31 -0.82 -5.02
125 H 1.63 0.33 -4.84
126 H 2.22 -5.76 -5.07
127 H 1.37 -6.19 -6.54
128 H 4.35 -5.92 -6.19
129 H 3.44 -7.42 -6.32
130 H 3.66 -6.33 -7.72
131 C -3.46 6.17 6.78
132 C -3.68 5.88 5.29
133 O -2.42 5.55 4.71
134 P -2.22 4.91 3.28
135 O -2.63 5.75 2.14
136 O -0.65 4.62 3.35
137 C -0.02 3.94 2.27
138 C 1.06 4.87 1.70
139 O -3.04 3.55 3.32
140 C -3.14 2.62 2.21
141 C -2.70 1.25 2.69
142 H -3.57 5.20 7.28
143 H -2.55 6.64 7.12
144 H -4.37 6.67 7.13
145 H -4.37 5.05 5.17
146 H -4.06 6.78 4.81
147 H 0.60 3.16 2.73
148 H -0.61 3.48 1.48
149 H 1.50 4.40 0.82
150 H 0.62 5.81 1.37
151 H 1.81 5.04 2.47
152 H -4.17 2.62 1.85
153 H -2.58 3.03 1.37
154 H -1.62 1.22 2.82
155 H -3.25 1.05 3.62
156 H -3.02 0.45 2.03
157 C 2.63 3.32 -3.15
158 N 3.77 2.86 -3.96
159 O 4.79 2.58 -3.35
160 O 3.65 2.69 -5.15
161 H 3.02 3.92 -2.33
162 H 2.14 2.42 -2.80
163 H 1.93 3.95 -3.69
164 C 4.69 -5.28 0.59
165 N 4.27 -3.83 0.49
166 O 3.08 -3.62 0.55
167 O 5.12 -2.97 0.42
168 H 4.19 -5.71 -0.27
169 H 4.43 -5.64 1.58
170 H 5.76 -5.28 0.38
171 C 6.57 5.24 -2.58
172 N 6.76 6.61 -3.08
173 O 7.29 7.45 -2.38
174 O 6.35 6.85 -4.20
175 H 6.55 4.54 -3.41
176 H 5.71 5.03 -1.96
177 H 7.47 4.88 -2.08
178 C 8.35 7.08 2.36
179 N 7.55 5.95 1.78
180 O 7.37 4.96 2.46
181 O 7.36 6.02 0.57
182 H 8.03 7.14 3.40
183 H 8.11 7.97 1.80
184 H 9.39 6.78 2.33
185 C 6.69 -2.45 -2.86
186 N 7.84 -3.03 -3.63
187 O 8.09 -2.54 -4.70
188 O 8.43 -3.94 -3.08
189 H 6.87 -1.38 -3.02
190 H 6.85 -2.56 -1.80
191 H 5.69 -2.72 -3.19

***

The following is a quantum chemistry calculation of 2 unconnected molecules or ions with the total composition C3H11NO2S, from the OMol25 dataset.

Properties
- energy above the lowest of the compared OMol25 structures with the same formula, charge and spin (kcal/mol) = 10.9
- multiplicity = 1
- gap between HOMO and LUMO (eV) = 9.67

Cartesian coordinates (Å):
1 O -2.12 1.19 -0.06
2 C -1.91 -0.15 -0.47
3 N -1.05 -0.83 0.48
4 C 0.34 -0.36 0.36
5 C 1.22 -1.08 1.36
6 S 2.94 -1.20 0.70
7 H -3.06 1.31 0.16
8 H -1.46 -0.13 -1.46
9 H -2.83 -0.71 -0.55
10 H -1.04 -1.82 0.24
11 H 0.35 0.70 0.56
12 H 0.72 -0.52 -0.66
13 H 0.85 -2.07 1.60
14 H 1.29 -0.54 2.29
15 H 3.37 -2.02 1.65
16 O -1.73 2.98 -2.49
17 H -2.56 3.43 -2.29
18 H -1.83 2.10 -2.11

***

The following is a quantum chemistry calculation of C8H9ClN4 in the gas phase at a distorted geometry, from the OMol25 dataset.

Properties
- energy above the lowest of the compared OMol25 structures with the same formula, charge and spin (kcal/mol) = 0.0
- multiplicity = 1
- gap between HOMO and LUMO (eV) = 8.75

Cartesian coordinates (Å):
1 N -3.12 -0.49 1.35
2 C -3.25 -0.34 -0.03
3 N -4.53 -0.48 -0.53
4 N -2.29 -0.10 -0.83
5 N -1.07 0.29 -0.50
6 C -0.09 -0.52 -0.46
7 C 1.26 -0.03 -0.26
8 C 1.51 1.34 -0.21
9 C 2.79 1.83 -0.03
10 C 3.85 0.96 0.11
11 C 3.63 -0.41 0.07
12 C 2.35 -0.89 -0.11
13 Cl 2.13 -2.61 -0.15
14 H -2.28 -0.07 1.72
15 H -3.95 -0.28 1.88
16 H -5.10 -1.16 -0.05
17 H -4.56 -0.57 -1.53
18 H -0.22 -1.60 -0.56
19 H 0.67 2.00 -0.33
20 H 2.96 2.90 0.00
21 H 4.86 1.33 0.25
22 H 4.46 -1.10 0.18

***

The following is a quantum chemistry calculation of 2 unconnected molecules or ions with the total composition C5H10O, from the OMol25 dataset.

Properties
- energy above the lowest of the compared OMol25 structures with the same formula, charge and spin (kcal/mol) = 13.6
- multiplicity = 1
- gap between HOMO and LUMO (eV) = 10.35

Cartesian coordinates (Å):
1 C -0.50 0.34 -1.24
2 C 0.27 1.26 -0.65
3 C 1.32 0.63 0.24
4 C 0.83 -0.83 0.37
5 C -0.12 -1.06 -0.83
6 H -1.29 0.55 -1.95
7 H 0.20 2.33 -0.82
8 H 1.41 1.13 1.21
9 H 2.30 0.69 -0.24
10 H 1.65 -1.55 0.40
11 H 0.25 -0.94 1.29
12 H -0.99 -1.67 -0.55
13 H 0.39 -1.57 -1.66
14 O -2.19 -0.04 1.41
15 H -1.81 0.22 2.26
16 H -1.72 0.50 0.76

***

The following is a quantum chemistry calculation of a molecular structure, C33H28GeN2O4Sn at a distorted geometry, from the OMol25 dataset.

Properties
- expectation value of S² = 0.800
- multiplicity = 2
- gap between HOMO and LUMO (alpha / beta) (eV) = 7.45 / 5.38
- charge = +1

Cartesian coordinates (Å):
1 Sn -1.55 -0.67 -1.19
2 O -2.72 4.72 -0.06
3 C -1.46 4.52 0.37
4 C -0.72 5.66 0.67
5 C 0.56 5.56 1.16
6 C 1.17 4.31 1.35
7 C 0.47 3.18 1.02
8 C -0.85 3.25 0.51
9 C -1.50 2.01 0.13
10 O -0.85 0.90 0.10
11 N -2.83 2.06 -0.16
12 N -3.28 0.86 -0.45
13 C -4.59 0.73 -0.46
14 C -5.22 -0.52 -0.50
15 C -6.64 -0.54 -0.50
16 C -7.32 -1.70 -0.37
17 C -6.61 -2.94 -0.20
18 C -5.25 -2.98 -0.20
19 C -4.49 -1.78 -0.38
20 O -3.22 -1.87 -0.42
21 H -3.14 3.85 -0.19
22 H -1.20 6.62 0.53
23 H 1.10 6.46 1.42
24 H 2.17 4.24 1.76
25 H 0.93 2.21 1.13
26 H -5.20 1.61 -0.31
27 H -7.18 0.39 -0.61
28 H -8.40 -1.70 -0.37
29 H -7.17 -3.86 -0.08
30 H -4.70 -3.91 -0.09
31 C 2.26 3.25 -2.13
32 C 3.02 2.92 -1.01
33 C 2.88 1.67 -0.42
34 C 2.00 0.73 -0.96
35 C 1.26 1.06 -2.10
36 C 1.38 2.32 -2.67
37 Ge 2.00 -1.00 -0.14
38 C 2.87 -2.32 -1.22
39 C 3.15 -3.61 -0.73
40 C 3.56 -4.61 -1.60
41 C 3.69 -4.35 -2.96
42 C 3.45 -3.07 -3.45
43 C 3.05 -2.05 -2.58
44 C 2.29 -0.99 1.74
45 C 3.39 -1.64 2.32
46 C 3.52 -1.68 3.70
47 C 2.57 -1.06 4.51
48 C 1.49 -0.40 3.94
49 C 1.35 -0.36 2.55
50 H 2.36 4.23 -2.58
51 H 3.71 3.64 -0.59
52 H 3.47 1.42 0.46
53 H 0.61 0.33 -2.56
54 H 0.81 2.57 -3.56
55 H 3.04 -3.83 0.33
56 H 3.78 -5.60 -1.21
57 H 3.97 -5.14 -3.64
58 H 3.57 -2.86 -4.50
59 H 2.89 -1.05 -2.97
60 H 4.13 -2.12 1.69
61 H 4.37 -2.18 4.15
62 H 2.67 -1.10 5.59
63 H 0.75 0.08 4.57
64 H 0.49 0.14 2.11
65 C -0.03 -2.85 0.49
66 O 0.24 -1.62 -0.23
67 H 0.35 -3.71 -0.06
68 H -1.11 -2.97 0.61
69 H 0.42 -2.84 1.48

***

The following is a quantum chemistry calculation of 2 unconnected molecules or ions with the total composition C9H9FN2, from the OMol25 dataset.

Properties
- energy above the lowest of the compared OMol25 structures with the same formula, charge and spin (kcal/mol) = 0.0
- multiplicity = 1
- gap between HOMO and LUMO (eV) = 9.41

Cartesian coordinates (Å):
1 C -0.96 2.33 -0.97
2 C 0.24 1.73 -1.27
3 N 0.82 1.46 -0.05
4 C -0.04 1.90 0.91
5 N -1.13 2.43 0.39
6 H -1.72 2.69 -1.67
7 H 0.73 1.48 -2.21
8 H 1.72 1.02 0.10
9 H 0.18 1.80 1.98
10 F -0.06 -1.39 -2.46
11 C -0.02 -1.40 -1.11
12 C 1.13 -1.85 -0.48
13 C 1.15 -1.85 0.92
14 C 0.05 -1.41 1.65
15 C -1.09 -0.96 0.98
16 C -1.13 -0.95 -0.41
17 H 1.98 -2.19 -1.08
18 H 2.05 -2.21 1.44
19 H 0.08 -1.42 2.75
20 H -1.96 -0.62 1.55
21 H -2.02 -0.61 -0.96

***

The following is a quantum chemistry calculation of 2 unconnected molecules or ions with the total composition CH9N2O, from the OMol25 dataset.

Properties
- energy above the lowest of the compared OMol25 structures with the same formula, charge and spin (kcal/mol) = 8.9
- multiplicity = 1
- gap between HOMO and LUMO (eV) = 10.40
- charge = +1

Cartesian coordinates (Å):
1 N -1.34 -1.23 0.30
2 C -1.50 0.14 0.48
3 O -0.51 0.94 -0.28
4 H -1.50 -1.56 -0.65
5 H -0.52 -1.65 0.71
6 H -2.47 0.45 0.09
7 H -1.40 0.42 1.53
8 H -0.60 1.87 -0.01
9 N 1.97 0.12 -0.43
10 H 2.48 0.79 -1.02
11 H 2.41 0.10 0.49
12 H 0.91 0.41 -0.36
13 H 2.06 -0.79 -0.86

***

The following is a quantum chemistry calculation of a molecular structure, C11H30F3O8SSn at a distorted geometry, from the OMol25 dataset.

Properties
- energy above the lowest of the compared OMol25 structures with the same formula, charge and spin (kcal/mol) = 0.0
- expectation value of S² = 0.753
- multiplicity = 2
- gap between HOMO and LUMO (alpha / beta) (eV) = 6.15 / 6.53

Cartesian coordinates (Å):
1 Sn -0.42 3.91 -3.61
2 C 0.34 0.45 0.22
3 F -0.81 1.04 0.67
4 F 1.36 1.22 0.65
5 F 0.49 -0.71 0.83
6 S 0.21 0.18 -1.70
7 O 0.23 1.50 -2.29
8 O 1.26 -0.74 -2.15
9 O -1.11 -0.42 -1.85
10 C -0.88 5.16 1.08
11 C 0.23 4.38 0.36
12 O 0.86 5.09 -0.70
13 H -1.46 5.82 0.44
14 H -0.48 5.90 1.77
15 H -1.62 4.55 1.61
16 H -0.14 3.44 -0.06
17 H 0.96 4.13 1.14
18 H 1.82 5.05 -0.63
19 C 3.34 -2.65 0.87
20 C 3.18 -3.11 -0.60
21 O 4.06 -2.30 -1.29
22 H 4.34 -2.94 1.19
23 H 2.54 -3.07 1.49
24 H 3.41 -1.56 0.93
25 H 2.15 -2.89 -0.87
26 H 3.43 -4.18 -0.63
27 H 4.85 -2.10 -0.79
28 C 0.90 -0.75 4.05
29 C 1.36 -1.85 4.92
30 O 2.15 -1.39 5.93
31 H 0.03 -0.24 4.47
32 H 0.74 -1.08 3.03
33 H 1.72 -0.03 3.99
34 H 1.91 -2.63 4.38
35 H 0.54 -2.49 5.24
36 H 1.56 -0.93 6.52
37 C -1.70 -3.54 0.65
38 C -0.74 -3.32 -0.59
39 O -1.56 -2.86 -1.71
40 H -1.90 -2.67 1.28
41 H -1.25 -4.25 1.36
42 H -2.68 -3.93 0.35
43 H -0.25 -4.25 -0.88
44 H -0.03 -2.54 -0.32
45 H -1.28 -1.98 -1.96
46 C -3.60 2.21 -4.97
47 C -3.74 1.52 -3.59
48 O -2.60 1.62 -2.87
49 H -3.35 3.25 -4.75
50 H -4.54 2.13 -5.52
51 H -2.83 1.77 -5.59
52 H -3.84 0.47 -3.84
53 H -4.64 1.90 -3.11
54 H -2.51 0.72 -2.53